[1]
This record from the OMol25 dataset describes C61H79BInN10PS3 as an isolated structure. The level of theory is ωB97M-V with the def2-TZVPD basis set.

Output
HOMO = -11.2 eV
total charge = +2
ΔE to the lowest compared entry with this formula, charge and spin = 12.12 kcal per mole
Kohn-Sham gap = 5.762 eV
multiplicity = 1

Atoms and positions in Å:
In: 0.86125 1.93471 -0.03047
C: -2.46394 -0.37626 3.02311
C: -2.06560 -1.01759 1.73158
C: -2.01585 -2.36959 1.57132
C: -1.68962 -2.93951 0.31535
N: -1.47924 -2.17658 -0.72038
N: -1.52132 -0.83929 -0.56903
B: -1.56844 -0.18784 -1.94981
N: -0.94335 -0.99130 -3.06502
N: -1.79693 -1.74790 -3.78166
C: -1.30379 -2.49061 -4.73221
C: 0.09406 -2.49278 -4.99792
C: 0.95018 -1.71995 -4.28156
C: 2.41944 -1.67908 -4.54258
C: 0.38391 -0.91921 -3.23882
S: 1.32721 0.10536 -2.26193
C: -2.27999 -3.38182 -5.49078
C: -2.55340 -4.61225 -4.61283
C: -3.59027 -2.63187 -5.74478
C: -1.69590 -3.83416 -6.83119
N: -1.80811 1.27105 -2.20787
N: -2.92089 0.52115 -2.31742
C: -4.10617 1.01488 -2.50383
C: -4.13871 2.42571 -2.72095
C: -3.02505 3.20652 -2.64632
C: -3.07367 4.68022 -2.85951
C: -1.75327 2.59739 -2.27957
S: -0.37202 3.47424 -1.92760
C: -5.32103 0.12188 -2.48389
C: -4.93566 -1.28344 -2.01846
C: -5.90336 0.08018 -3.90501
C: -6.34607 0.72339 -1.51135
C: -1.73266 -0.21145 0.60117
S: -1.60918 1.49661 0.74713
C: -1.67009 -4.43879 0.06536
C: -3.07005 -4.81280 -0.44940
C: -0.61879 -4.77762 -0.99552
C: -1.36540 -5.21325 1.34964
H: -2.58583 -1.12803 3.80089
H: -3.41075 0.15423 2.89925
H: -1.73578 0.36902 3.34001
H: -2.23079 -3.01841 2.41008
H: 0.48105 -3.11508 -5.79265
H: 2.68555 -2.34623 -5.35939
H: 2.97466 -1.96633 -3.64828
H: 2.73057 -0.66358 -4.79418
H: -3.00658 -4.31531 -3.66569
H: -1.63316 -5.16095 -4.39837
H: -3.23721 -5.28929 -5.12666
H: -4.07586 -2.36013 -4.80967
H: -4.27059 -3.27183 -6.30735
H: -3.41947 -1.72357 -6.32701
H: -0.83880 -4.49803 -6.70804
H: -1.39820 -2.98650 -7.45225
H: -2.45465 -4.39371 -7.37766
H: -5.09310 2.88666 -2.93756
H: -4.07167 5.00369 -3.14473
H: -2.36231 4.97338 -3.63353
H: -2.76938 5.19809 -1.94767
H: -4.17551 -1.73051 -2.66071
H: -5.82014 -1.92029 -2.03373
H: -4.55569 -1.26678 -0.99218
H: -5.17929 -0.31578 -4.61805
H: -6.21401 1.07085 -4.24103
H: -6.78250 -0.56466 -3.91435
H: -5.93493 0.80815 -0.50339
H: -7.21836 0.07097 -1.46856
H: -6.68948 1.70839 -1.82907
H: -3.30332 -4.26728 -1.36576
H: -3.83930 -4.58720 0.29298
H: -3.11213 -5.88221 -0.66187
H: -0.82637 -4.27807 -1.94197
H: -0.61561 -5.85464 -1.16590
H: 0.38004 -4.48607 -0.66078
H: -2.16798 -5.12758 2.08498
H: -0.42724 -4.89799 1.81223
H: -1.27697 -6.27298 1.10812
C: 5.19415 3.40798 -2.59198
C: 3.87088 2.66868 -2.36795
C: 2.76705 3.38965 -3.13846
P: 3.35553 2.34255 -0.62483
C: 4.37954 0.93722 0.01475
C: 5.80803 0.85900 -0.51832
C: 4.38566 0.97047 1.54156
C: 3.53689 3.77304 0.43887
C: 4.70439 4.55319 0.40618
C: 4.88001 5.67128 1.19408
C: 6.14331 6.48694 1.15158
C: 3.82032 6.01723 2.03579
C: 2.67161 5.26165 2.11340
C: 2.49625 4.09301 1.34780
N: 1.36720 3.29658 1.51963
C: 0.50811 3.58103 2.63088
C: -0.72837 4.20762 2.46053
C: -1.13254 4.83472 1.15392
C: -1.60159 4.30942 3.54377
C: -1.26641 3.85181 4.80542
C: -2.20946 3.98637 5.96988
C: 0.00943 3.31959 4.97918
C: 0.90648 3.19586 3.92860
C: 2.30728 2.72436 4.21093
H: 5.48260 3.27507 -3.63618
H: 6.01811 3.05796 -1.97722
H: 5.06397 4.47687 -2.42311
H: 3.95824 1.65125 -2.76692
H: 2.48109 4.31957 -2.63934
H: 1.88560 2.76548 -3.25808
H: 3.13439 3.65358 -4.13182
H: 3.83710 0.04812 -0.32621
H: 6.39740 1.72004 -0.19846
H: 5.85297 0.78532 -1.60409
H: 6.28588 -0.03163 -0.10617
H: 4.97681 1.81302 1.90326
H: 4.82610 0.05022 1.93022
H: 3.38358 1.07205 1.95268
H: 5.51355 4.26338 -0.24987
H: 6.85832 6.07182 0.44192
H: 6.62434 6.52144 2.13008
H: 5.93639 7.51638 0.85483
H: 3.90308 6.90263 2.65688
H: 1.88499 5.56499 2.79191
H: -0.27070 5.03049 0.51944
H: -1.63404 5.78437 1.34422
H: -1.83307 4.20891 0.59341
H: -2.56386 4.78835 3.39199
H: -3.21251 4.25190 5.63915
H: -1.86831 4.76353 6.65608
H: -2.27176 3.05770 6.53869
H: 0.32523 3.01658 5.97288
H: 2.37889 2.30953 5.21625
H: 3.01353 3.55491 4.14162
H: 2.64804 1.97529 3.49791
N: 1.64730 -3.24500 5.27241
C: 1.70116 -4.53672 5.75739
C: 1.84678 -5.05234 7.04371
C: 1.85636 -6.42557 7.15299
C: 1.72690 -7.26196 6.02692
C: 1.58685 -6.74520 4.75973
C: 1.57817 -5.35378 4.62660
N: 1.46970 -4.57507 3.48881
C: 1.51856 -3.34194 3.91327
C: 1.42358 -2.19166 3.01545
C: 1.08074 -0.91431 3.44880
C: 0.97421 0.10595 2.52472
N: 1.20852 -0.06795 1.21865
C: 1.55033 -1.29513 0.80009
C: 1.65932 -2.37184 1.65247
H: 1.80574 -2.40739 5.80464
H: 1.94903 -4.41583 7.91241
H: 1.96817 -6.87646 8.12979
H: 1.74318 -8.33396 6.16925
H: 1.49508 -7.38289 3.89082
H: 0.85875 -0.69858 4.48625
H: 0.67646 1.09908 2.83696
H: 1.73564 -1.40258 -0.26088
H: 1.93264 -3.34992 1.28008

=====

[2]
This record from the OMol25 dataset describes a 2-piece molecular cluster, CH2Cl2N2 overall in a non-equilibrium geometry. The level of theory is ωB97M-V with the def2-TZVPD basis set.

Output
HOMO = -8.6 eV
total charge = 0
ΔE to the lowest compared entry with this formula, charge and spin = 114.09 kcal per mole
Kohn-Sham gap = 7.343 eV
multiplicity = 1

Atoms and positions in Å:
C: -0.31621 0.13470 0.70594
N: -0.33956 1.21212 0.18975
N: 1.03392 -1.08563 -0.89605
Cl: -0.54768 -0.96852 1.93139
Cl: -1.07088 2.70228 0.48506
H: 0.84346 -0.22266 -1.36390
H: 0.39695 -1.77228 -1.05219

=====

[3]
This record from the OMol25 dataset describes C42H40As2N2O3SV as an isolated structure in a non-equilibrium geometry. The level of theory is ωB97M-V with the def2-TZVPD basis set.

Output
HOMO (alpha / beta) = -10.4 / -10.5 eV
<S²> = 2.018
total charge = +1
ΔE to the lowest compared entry with this formula, charge and spin = 17.74 kcal per mole
Kohn-Sham gap (alpha / beta) = 7.304 / 7.260 eV
multiplicity = 3

Atoms and positions in Å:
V: -0.01535 0.16101 -0.00042
O: -2.16227 4.33031 2.52553
C: -2.80972 3.26882 3.03151
C: -3.71154 3.48206 4.07097
C: -4.42239 2.42835 4.60831
C: -4.25486 1.13107 4.12701
C: -3.34825 0.90382 3.11652
C: -2.61024 1.95671 2.56309
C: -1.66207 1.65279 1.50240
O: -1.27090 0.43472 1.27006
N: -1.19839 2.61154 0.72243
N: -0.44397 2.06836 -0.27699
C: 0.01723 2.84701 -1.20959
C: 0.58027 2.35051 -2.43228
C: 0.92236 3.20952 -3.48419
C: 1.31781 2.70520 -4.70249
C: 1.36125 1.32539 -4.90378
C: 1.04964 0.45325 -3.87935
C: 0.68624 0.95474 -2.63609
O: 0.44692 0.17936 -1.58616
H: -1.70744 4.05390 1.70562
H: -3.84699 4.49285 4.43197
H: -5.12418 2.61749 5.41019
H: -4.82574 0.31334 4.54472
H: -3.19080 -0.09229 2.72353
H: -0.14712 3.91565 -1.09130
H: 0.85042 4.27979 -3.32859
H: 1.57107 3.37496 -5.51267
H: 1.64197 0.93058 -5.87115
H: 1.09790 -0.61950 -4.01318
C: 3.18710 -1.65888 1.43054
C: 3.22011 -0.24144 1.99258
As: 1.44267 0.63130 2.00228
C: 0.59260 -0.38078 3.42816
C: 0.35893 0.14038 4.69521
C: -0.25027 -0.64114 5.66793
C: -0.63539 -1.94113 5.38050
C: -0.43012 -2.45825 4.10897
C: 0.17385 -1.67923 3.13628
C: 1.95458 2.30861 2.85842
C: 1.53341 3.52946 2.34404
C: 1.91121 4.71576 2.95716
C: 2.71975 4.68872 4.08175
C: 3.15492 3.47303 4.59293
C: 2.77420 2.28775 3.98643
As: 2.05974 -1.83477 -0.18964
C: 3.25390 -0.95283 -1.46360
C: 3.73030 -1.61450 -2.59268
C: 4.54136 -0.95872 -3.50849
C: 4.87835 0.37154 -3.31367
C: 4.38774 1.04973 -2.20770
C: 3.57663 0.39403 -1.29588
C: 2.49071 -3.71750 -0.51145
C: 3.80637 -4.15294 -0.65431
C: 4.08071 -5.50137 -0.81072
C: 3.04580 -6.42743 -0.82519
C: 1.73494 -6.00338 -0.67671
C: 1.45870 -4.65203 -0.51779
H: 2.76923 -2.34941 2.16565
H: 4.19567 -1.99739 1.19629
H: 3.89024 0.39368 1.41265
H: 3.58801 -0.25436 3.01740
H: 0.63330 1.16155 4.92244
H: -0.42286 -0.22918 6.65351
H: -1.09857 -2.54981 6.14593
H: -0.74059 -3.46935 3.87700
H: 0.30250 -2.08573 2.13762
H: 0.90475 3.55692 1.46385
H: 1.56829 5.66104 2.55787
H: 3.01130 5.61222 4.56407
H: 3.79130 3.44537 5.46755
H: 3.11172 1.34749 4.40307
H: 3.46208 -2.64974 -2.76064
H: 4.91054 -1.49105 -4.37583
H: 5.51594 0.88059 -4.02474
H: 4.63439 2.09360 -2.05983
H: 3.17590 0.95454 -0.45824
H: 4.61719 -3.43415 -0.64776
H: 5.10532 -5.83167 -0.92085
H: 3.26384 -7.47961 -0.95301
H: 0.92750 -6.72401 -0.68464
H: 0.43858 -4.31488 -0.38417
C: -3.04091 -2.96888 0.40684
S: -1.48176 -2.42562 -0.33890
C: -1.71990 -3.06113 -2.01695
H: -3.02239 -4.04965 0.52745
H: -3.87377 -2.67135 -0.22642
H: -3.12561 -2.48931 1.37952
H: -2.62262 -2.63194 -2.44560
H: -1.79514 -4.14633 -1.98502
H: -0.85389 -2.77183 -2.60918

=====

[4]
This record from the OMol25 dataset describes a 2-piece molecular cluster, C12H15OP overall in a non-equilibrium geometry. The level of theory is ωB97M-V with the def2-TZVPD basis set.

Output
HOMO = -8.4 eV
total charge = 0
ΔE to the lowest compared entry with this formula, charge and spin = 79.22 kcal per mole
Kohn-Sham gap = 8.890 eV
multiplicity = 1

Atoms and positions in Å:
C: 4.02317 -1.07124 -0.00192
C: 3.76300 0.22381 0.36689
C: 3.11009 -1.92042 -0.54624
C: 2.49814 0.82215 0.25126
C: 1.76373 -1.39696 -0.70443
C: 1.62204 -0.08260 -0.30089
C: -2.67651 -0.37232 -0.69109
C: -1.93201 0.47729 -1.34790
C: -2.62027 -0.45721 0.76818
C: -1.24159 0.05861 1.27664
C: -1.85499 0.83759 -2.76976
C: -1.43244 0.65399 2.63029
O: -0.74211 2.52639 0.06868
P: -0.61696 1.09358 -0.14899
H: 5.13334 -1.31056 0.16497
H: 4.63309 0.94889 0.59653
H: 3.39702 -2.98632 -0.68980
H: 2.35255 1.88520 0.34128
H: 1.04915 -2.08308 -0.94289
H: -3.57950 -0.72930 -1.16503
H: -3.38680 0.14656 1.07993
H: -2.89937 -1.37936 1.12957
H: -0.41388 -0.73314 1.23968
H: -1.33114 1.72447 -2.82870
H: -2.75042 0.76243 -3.40024
H: -1.25329 0.05642 -3.22731
H: -2.06937 1.52712 2.42271
H: -0.52166 0.86985 3.14049
H: -2.02300 -0.09183 3.28809

=====

[5]
This record from the OMol25 dataset describes a 15-piece molecular cluster, C12H58O15PS overall in a non-equilibrium geometry. The level of theory is ωB97M-V with the def2-TZVPD basis set.

Output
HOMO = -3.6 eV
total charge = -1
Kohn-Sham gap = 4.478 eV
multiplicity = 1

Atoms and positions in Å:
C: 3.91642 -1.62540 2.88975
O: 5.14975 -1.65091 2.20440
C: 4.99625 -1.86545 0.79259
C: 5.42837 -0.63285 -0.00013
C: 4.27067 0.28095 -0.44449
C: 3.94313 1.40245 0.53960
C: 3.19277 2.54314 -0.16644
C: 1.81392 2.12245 -0.65112
C: 0.87190 1.61583 0.45475
C: -0.49462 1.30005 -0.14547
C: -1.56586 0.92799 0.89052
C: -2.74161 0.26456 0.16771
C: -4.06270 0.27538 0.91582
P: -5.31817 -0.82815 -0.04328
S: -6.73395 -2.14911 -1.28044
H: 3.20872 -0.92226 2.44769
H: 4.11014 -1.27643 3.89818
H: 3.43313 -2.60360 2.90853
H: 3.95274 -2.08486 0.58133
H: 5.64536 -2.69578 0.52126
H: 6.07982 -0.03499 0.63022
H: 5.97067 -0.91727 -0.89668
H: 4.54971 0.71166 -1.40375
H: 3.36926 -0.30194 -0.62943
H: 4.86749 1.82302 0.93140
H: 3.33871 1.00765 1.35040
H: 3.18123 3.45315 0.42824
H: 3.78469 2.77549 -1.04817
H: 1.87540 1.30286 -1.35846
H: 1.28855 2.92311 -1.17303
H: 1.29430 0.66786 0.78251
H: 0.80405 2.32836 1.27584
H: -0.89338 2.14039 -0.70981
H: -0.36490 0.42209 -0.77221
H: -1.90177 1.84224 1.37986
H: -1.15489 0.29395 1.67778
H: -2.88410 0.84335 -0.74244
H: -2.45701 -0.75207 -0.09996
H: -4.47741 1.28337 0.85577
H: -3.97087 -0.03431 1.95204
H: -4.56963 -0.65116 -1.28770
H: -6.15212 0.31331 -0.44254
H: -6.13166 -1.07805 1.14134
H: -4.48254 -1.98988 0.23703
H: -7.12429 -3.11972 -0.43557
O: 2.08398 0.87064 -3.66685
H: 2.88138 1.38436 -3.49636
H: 1.42958 1.52379 -3.93789
O: -3.10184 0.30523 4.18962
H: -2.35527 0.88120 4.41140
H: -3.71996 0.40628 4.92050
O: 7.86009 1.94772 0.79891
H: 8.29960 2.43925 1.50147
H: 8.37128 1.13129 0.74808
O: -3.83588 3.69853 1.89445
H: -4.33635 3.81613 1.07954
H: -4.17853 2.86585 2.24523
O: -10.02237 -2.49473 -2.11631
H: -10.58685 -1.71614 -2.06178
H: -9.11819 -2.14653 -2.02338
O: -0.43942 -2.07297 -1.41747
H: -0.03105 -1.91176 -0.56011
H: 0.28440 -2.01362 -2.05107
O: 7.28775 1.36191 -2.00239
H: 7.56068 1.59146 -1.10287
H: 8.09515 1.42225 -2.52355
O: 10.45830 2.21784 1.96166
H: 10.71127 2.45441 2.86116
H: 11.28245 2.24759 1.46367
O: -12.86308 -2.22686 -2.59501
H: -13.01861 -2.84382 -3.31727
H: -12.46971 -2.77187 -1.90280
O: -5.13996 -4.79360 -3.05174
H: -5.69958 -5.56644 -2.92348
H: -5.68842 -4.05314 -2.73551
O: -3.82071 -4.76718 -0.17491
H: -4.38729 -4.60296 -0.94239
H: -4.19991 -5.54747 0.24183
O: -1.11790 2.34297 4.60329
H: -0.69387 2.50158 5.45315
H: -0.98902 3.15461 4.09995
O: -3.21446 -3.26566 -4.84041
H: -3.61629 -3.84381 -4.17585
H: -3.03758 -3.85136 -5.58311
O: 5.74174 4.21813 -0.63565
H: 6.24295 4.64500 0.06648
H: 6.23592 3.41145 -0.82570